Below is a cluster of 9 separate species, C44H115N9O13 in total in a non-equilibrium geometry, with properties calculated with ωB97M-V with the def2-TZVPD basis set.

```
181
Properties=species:S:1:pos:R:3:forces:R:3
C 24.375 -1.354 -7.241 0.059 -0.297 0.594
O 23.562 -0.910 -8.281 -0.423 0.345 -0.458
C 22.211 -1.347 -8.291 0.423 0.402 0.155
C 21.515 -0.809 -9.538 0.260 0.675 -0.913
C 21.721 0.696 -9.690 -0.255 0.893 1.523
N 20.085 -1.151 -9.587 0.496 -0.557 -0.246
H 25.284 -0.757 -7.298 0.111 -0.236 0.010
H 24.597 -2.428 -7.299 0.134 0.048 -0.280
H 23.956 -1.220 -6.233 -0.278 0.295 -0.158
H 22.201 -2.437 -8.215 -0.310 -0.149 -0.172
H 21.670 -0.927 -7.433 0.044 -0.084 0.267
H 21.970 -1.234 -10.437 0.071 -0.353 0.139
H 22.766 0.992 -9.589 0.046 -0.207 -0.273
H 21.226 1.194 -8.842 0.039 -0.114 0.127
H 21.265 1.215 -10.532 0.063 -0.705 -0.451
H 19.691 -1.309 -8.661 0.069 0.090 0.045
H 20.092 -2.048 -10.063 -0.665 -0.057 0.147
C 14.245 -2.237 -2.197 -0.123 0.606 0.624
O 14.658 -1.426 -3.278 -0.478 -0.450 -0.210
C 14.240 -1.951 -4.533 0.785 0.305 -0.433
C 14.401 -0.808 -5.546 -1.112 1.252 -0.462
C 13.411 0.335 -5.231 0.434 -0.723 1.073
N 14.106 -1.124 -6.959 0.841 -0.532 -0.519
H 14.095 -1.565 -1.349 0.176 -0.069 0.060
H 14.990 -2.984 -1.909 -0.002 -0.117 -0.214
H 13.274 -2.710 -2.364 0.087 -0.133 -0.245
H 14.893 -2.780 -4.826 0.055 -0.122 0.073
H 13.231 -2.359 -4.435 -0.210 0.255 -0.312
H 15.404 -0.384 -5.428 0.059 -0.282 0.206
H 13.675 1.233 -5.784 -0.207 0.044 -0.103
H 13.463 0.538 -4.158 0.049 0.278 -0.104
H 12.397 -0.010 -5.427 -0.036 0.180 -0.336
H 14.861 -1.628 -7.439 -0.272 -0.391 0.489
H 14.203 -0.267 -7.504 -0.563 0.258 0.393
C 13.725 -3.052 -14.589 -0.261 0.514 0.570
O 14.625 -1.975 -14.424 -0.182 0.596 -0.468
C 15.437 -1.736 -15.580 0.260 -0.592 1.110
C 16.081 -0.358 -15.545 -1.079 0.381 -0.164
C 15.055 0.774 -15.592 -0.571 -0.132 -0.298
N 16.977 -0.309 -16.713 0.138 0.055 0.804
H 13.222 -3.167 -13.628 0.085 -0.129 0.071
H 14.229 -3.987 -14.840 0.044 -0.033 -0.205
H 12.942 -2.793 -15.305 0.129 -0.191 -0.337
H 16.187 -2.531 -15.497 0.401 0.133 -0.605
H 14.910 -1.852 -16.530 -0.288 0.019 0.072
H 16.564 -0.141 -14.585 0.429 -0.675 0.040
H 14.304 0.686 -14.804 0.476 -0.003 0.399
H 14.403 0.818 -16.470 0.580 -0.128 -0.445
H 15.610 1.708 -15.488 -0.316 0.205 -0.026
H 17.350 0.633 -16.784 0.016 -0.041 -0.140
H 17.766 -0.902 -16.468 0.106 0.048 -0.368
C 13.873 -4.352 -6.831 0.583 -0.934 -1.105
O 13.175 -5.547 -7.191 -0.749 -0.084 0.964
C 14.020 -6.677 -7.163 0.330 -0.543 -1.470
C 13.386 -7.923 -7.849 -1.491 1.126 0.339
C 12.977 -7.660 -9.294 0.855 0.173 -0.392
N 12.166 -8.291 -7.115 -0.708 0.293 0.814
H 14.587 -4.511 -6.019 -0.243 -0.134 0.297
H 13.208 -3.521 -6.621 -0.260 -0.207 -0.052
H 14.485 -4.136 -7.714 -0.074 0.535 0.118
H 14.907 -6.387 -7.740 0.450 -0.326 0.326
H 14.261 -7.024 -6.154 0.234 0.473 0.230
H 14.082 -8.761 -7.784 0.168 0.123 0.019
H 13.864 -7.803 -9.919 -0.104 0.107 -0.169
H 12.636 -6.632 -9.420 -0.005 0.005 0.145
H 12.194 -8.303 -9.696 0.041 -0.288 0.379
H 11.359 -7.776 -7.465 0.200 -0.203 -0.617
H 12.178 -7.875 -6.183 0.460 -0.488 0.123
C 17.605 4.954 -2.048 -0.454 0.123 -0.476
O 18.475 4.147 -2.796 0.346 -0.680 0.369
C 18.751 4.519 -4.122 -0.024 -0.178 0.163
C 17.587 4.297 -5.082 -0.086 0.234 -0.812
C 17.331 2.822 -5.360 -0.002 -0.986 0.516
N 17.945 4.889 -6.374 0.013 0.768 -0.856
H 16.573 4.596 -2.141 0.019 0.069 0.082
H 17.627 5.989 -2.414 0.083 0.035 0.228
H 17.901 4.901 -1.001 0.038 0.089 -0.052
H 19.100 5.561 -4.128 -0.133 0.051 -0.241
H 19.579 3.873 -4.420 0.046 0.153 -0.141
H 16.687 4.788 -4.693 -0.056 -0.207 0.322
H 17.105 2.238 -4.462 -0.151 0.326 0.180
H 18.198 2.305 -5.778 0.266 0.485 -0.079
H 16.527 2.604 -6.066 -0.163 0.463 0.010
H 17.145 4.946 -7.000 -0.058 -0.656 0.105
H 18.202 5.874 -6.356 0.312 -0.150 0.695
C 14.505 -4.949 -11.222 -2.087 -0.091 -0.274
O 15.434 -4.240 -10.458 0.762 -0.436 0.107
C 15.552 -2.908 -10.924 -0.583 0.814 -1.435
C 16.812 -2.173 -10.471 -0.692 -0.997 -0.103
N 16.715 -1.828 -9.065 0.273 -0.108 0.066
C 17.015 -2.976 -8.228 0.791 -0.482 0.718
C 17.310 -2.529 -6.802 -1.645 0.834 -0.431
O 18.295 -1.521 -6.840 0.724 -0.130 -0.094
C 18.297 -0.714 -5.684 -1.342 -0.266 0.884
H 13.577 -4.363 -11.293 0.051 0.243 -0.227
H 14.122 -5.864 -10.778 0.811 -0.024 0.680
H 14.737 -5.248 -12.251 0.874 0.485 -0.027
H 14.624 -2.362 -10.696 0.151 0.110 0.398
H 15.547 -2.911 -12.025 0.242 -0.155 0.002
H 17.007 -1.312 -11.107 -0.351 0.204 0.156
H 17.611 -2.890 -10.727 0.349 0.164 0.435
H 17.299 -1.047 -8.797 0.253 -0.125 -0.235
H 17.875 -3.575 -8.563 0.082 0.192 -0.372
H 16.167 -3.661 -8.235 0.154 0.011 0.085
H 17.488 -3.327 -6.077 0.539 -0.203 -0.195
H 16.354 -2.081 -6.489 0.373 0.126 0.380
H 18.207 -1.327 -4.782 0.662 -0.094 0.044
H 17.361 -0.139 -5.620 0.216 0.317 -0.391
H 19.142 -0.038 -5.613 0.211 -0.241 -0.312
C 17.571 -4.652 -0.678 -0.225 -0.767 0.614
O 18.508 -3.742 -1.189 -0.391 -0.512 -0.643
C 18.007 -3.116 -2.377 -0.233 0.388 0.310
C 17.689 -1.643 -2.102 -0.421 -0.783 0.234
N 18.925 -0.882 -2.162 -0.451 1.039 0.102
C 18.716 0.464 -1.591 1.041 -0.018 -1.253
C 20.004 1.300 -1.661 -1.001 0.045 0.662
O 21.059 0.651 -0.993 -0.046 0.755 -0.072
C 22.185 1.512 -0.853 0.337 -1.531 -0.096
H 17.993 -5.211 0.160 0.196 0.507 0.185
H 17.278 -5.468 -1.353 0.124 0.358 -0.531
H 16.649 -4.161 -0.350 0.020 0.108 0.066
H 17.122 -3.610 -2.792 -0.131 -0.244 0.453
H 18.754 -3.239 -3.163 0.243 0.383 0.093
H 17.187 -1.490 -1.129 0.326 -0.642 0.369
H 16.823 -1.366 -2.719 0.960 0.638 -0.841
H 19.562 -1.308 -1.493 0.116 -0.321 -0.308
H 18.297 0.336 -0.589 0.061 0.582 0.178
H 18.063 1.052 -2.241 -0.555 -0.285 0.198
H 19.757 2.265 -1.197 0.186 0.007 0.275
H 20.243 1.586 -2.692 0.155 -0.515 -0.183
H 22.737 1.567 -1.796 -0.202 0.415 -0.173
H 22.844 0.949 -0.190 0.070 0.423 0.284
H 21.937 2.496 -0.460 -0.083 0.042 0.033
C 11.849 -2.661 -9.605 0.565 0.469 0.547
O 11.893 -2.223 -10.943 0.207 -1.082 -0.766
C 10.915 -1.309 -11.364 -0.311 1.245 0.688
C 11.621 -0.006 -11.740 0.492 -1.246 -0.196
N 12.362 0.496 -10.588 -1.025 1.020 -0.063
C 13.120 1.701 -10.875 2.000 -0.692 -0.748
C 14.349 1.382 -11.723 0.326 -0.561 -2.390
O 15.073 2.584 -11.953 -0.036 -0.348 0.992
C 16.407 2.401 -12.355 -0.080 0.675 0.300
H 12.775 -3.198 -9.384 0.106 0.068 -0.252
H 11.054 -3.361 -9.331 -0.385 0.287 -0.326
H 11.862 -1.763 -8.981 -0.336 -0.286 0.441
H 10.230 -1.083 -10.538 -0.059 -0.136 -0.001
H 10.316 -1.648 -12.212 0.209 -0.411 -0.009
H 10.892 0.686 -12.162 0.086 0.339 0.347
H 12.310 -0.296 -12.547 -0.051 0.211 -0.230
H 12.982 -0.232 -10.256 0.049 -0.022 -0.043
H 13.608 2.143 -10.003 -0.789 0.120 0.399
H 12.624 2.466 -11.471 -0.728 -0.064 0.521
H 14.155 1.010 -12.746 -0.933 0.160 0.150
H 14.915 0.483 -11.422 0.495 0.663 1.145
H 16.827 3.409 -12.325 0.218 -0.154 -0.231
H 16.471 2.007 -13.374 0.121 -0.184 0.112
H 16.959 1.796 -11.627 0.014 -0.217 -0.225
C 16.345 -12.065 -14.362 -0.171 -0.153 -0.695
O 16.976 -12.307 -13.138 0.364 -0.068 -0.130
C 16.204 -11.979 -12.003 0.249 0.145 0.340
C 17.112 -12.090 -10.767 -0.269 -1.685 -0.693
N 18.032 -11.009 -10.521 -0.409 -0.158 -0.283
C 17.421 -9.827 -9.892 0.397 -0.559 -0.387
C 18.119 -8.599 -10.464 0.079 0.191 0.937
O 17.666 -7.433 -9.805 -1.000 0.216 -0.500
C 18.248 -6.244 -10.339 0.842 -0.986 0.767
H 16.248 -10.999 -14.581 -0.152 0.139 0.168
H 15.372 -12.556 -14.476 -0.232 0.137 0.456
H 16.920 -12.499 -15.181 0.442 0.027 0.279
H 15.388 -12.706 -11.930 -0.153 0.082 0.197
H 15.773 -10.977 -12.114 -0.035 0.077 0.037
H 17.693 -12.993 -10.996 0.291 0.224 -0.125
H 16.567 -12.467 -9.886 -0.473 0.711 0.043
H 18.732 -11.426 -9.921 0.257 0.510 0.021
H 17.540 -9.962 -8.814 -0.140 0.755 0.134
H 16.355 -9.800 -10.119 -0.029 0.004 0.007
H 17.961 -8.489 -11.539 -0.050 -0.334 -0.105
H 19.191 -8.746 -10.275 0.153 0.157 -0.216
H 17.703 -5.366 -10.010 -0.108 -0.141 0.200
H 18.320 -6.222 -11.431 -0.159 -0.241 -0.025
H 19.255 -6.310 -9.904 0.227 0.937 -0.421
```
Positions in Å, forces in eV/Å.

Summary:
Lowest unoccupied orbital energy: 0.52 eV
Gap between HOMO and LUMO: 9.1 eV
ΔE to the lowest compared entry with this formula, charge and spin: 60.86 kcal per mole
Structure (SMILES): COC[C@H](C)N.COC[C@H](C)N.COC[C@H](C)N.COC[C@H](C)N.COC[C@H](C)N.COCCNCCOC.COCCNCCOC.COCCNCCOC.COCCNCCOC
Total charge: 0
Max |F|: 0.04817 hartree/bohr
Calculated total energy: -3215.974019 hartree